[1]
The following is a quantum chemistry calculation of C27H32Cl3N2O2OsP as an isolated structure, from the Open Molecules 2025 dataset.

```
68
Properties=species:S:1:pos:R:3:lowdin_charge:R:1
Os 0.227 -0.493 -1.276 1.356
N -0.619 -2.306 -1.570 -0.062
C -2.123 -2.216 -1.668 -0.133
C -2.711 -1.055 -0.840 -0.178
C -3.193 0.143 -1.665 -0.154
C -2.170 0.678 -2.653 -0.153
N -0.858 1.055 -1.996 -0.032
H -0.291 -2.640 -2.501 0.097
H -0.346 -2.965 -0.841 0.081
H -2.521 -3.183 -1.367 0.141
H -2.325 -2.106 -2.732 0.117
H -1.951 -0.699 -0.131 0.037
H -3.506 -1.417 -0.191 0.134
H -3.500 0.940 -0.985 0.111
H -4.077 -0.121 -2.248 0.140
H -2.530 1.575 -3.156 0.145
H -1.926 -0.042 -3.430 0.100
H -1.013 1.770 -1.274 0.101
H -0.270 1.445 -2.746 0.101
C 0.334 -3.117 1.531 -0.043
C -0.049 -2.207 2.666 -0.256
C -0.263 -2.779 3.913 -0.017
C -0.622 -2.012 5.011 -0.029
C -0.761 -0.641 4.878 -0.043
C -0.545 -0.047 3.646 -0.088
C -0.204 -0.819 2.530 -0.299
P 0.337 0.081 1.048 1.004
C -0.513 1.700 1.072 -0.337
C -1.894 1.652 1.309 -0.129
C -2.682 2.783 1.189 -0.057
C -2.096 3.987 0.824 -0.034
C -0.734 4.040 0.575 -0.022
C 0.085 2.914 0.686 -0.262
C 1.551 3.082 0.372 -0.018
C 2.127 0.181 1.216 -0.343
C 2.759 0.387 2.441 -0.048
C 4.142 0.373 2.508 -0.033
C 4.890 0.123 1.365 -0.022
C 4.263 -0.110 0.149 -0.009
C 2.876 -0.072 0.069 -0.313
C 2.229 -0.250 -1.279 -0.203
H 0.721 -4.062 1.906 0.099
H 1.109 -2.688 0.885 0.066
H -0.558 -3.359 0.948 0.076
H -0.142 -3.849 4.028 0.126
H -0.782 -2.487 5.969 0.124
H -1.024 -0.032 5.732 0.121
H -0.634 1.027 3.563 0.110
H -2.357 0.723 1.619 0.110
H -3.743 2.730 1.397 0.122
H -2.695 4.884 0.743 0.124
H -0.281 4.984 0.299 0.126
H 1.736 4.082 -0.015 0.093
H 1.903 2.376 -0.384 0.063
H 2.180 2.939 1.250 0.096
H 2.175 0.552 3.338 0.118
H 4.638 0.541 3.455 0.123
H 5.970 0.097 1.421 0.125
H 4.855 -0.313 -0.735 0.130
H 2.663 -1.053 -1.885 0.109
H 2.303 0.637 -1.932 0.109
Cl 2.147 -0.796 -6.027 0.676
C 0.437 -0.545 -5.684 -1.505
Cl -0.565 -1.218 -6.938 0.696
Cl 0.107 1.221 -5.557 0.624
C 0.142 -1.201 -4.316 -0.763
O -0.528 -2.209 -4.210 0.024
O 0.698 -0.590 -3.320 -0.273
```

The charge is +2. For the HOMO energy (alpha / beta), the calculation gives -14.8 / -14.8 eV. Its HOMO-LUMO gap (alpha / beta) is 6.72 / 6.72 eV. As for the relative energy (zero: lowest compared OMol25 entry of this formula, charge and spin): 26.0 kcal/mol.

=====

[2]
The following is a quantum chemistry calculation of one molecule with the formula C3H7BrN2O2S, from the Open Molecules 2025 dataset.

```
16
Properties=species:S:1:pos:R:3:lowdin_charge:R:1
C -1.502 0.449 0.373 -0.235
C 0.095 -0.535 -1.247 0.015
C 0.847 0.648 0.714 -0.101
N -2.439 0.240 -0.486 -0.132
N -0.254 0.069 0.118 -0.172
O -3.814 1.485 1.297 -0.419
O -4.584 1.627 -1.075 -0.354
S -3.915 0.899 -0.068 0.234
Br -5.137 -0.841 0.155 0.492
H -1.788 1.037 1.285 0.148
H -0.791 -0.468 -1.917 0.090
H 0.985 -0.087 -1.622 0.081
H 0.081 -1.566 -1.207 0.060
H 1.116 1.618 0.237 0.116
H 0.818 0.661 1.776 0.089
H 1.727 0.054 0.500 0.088
```

As for the SMILES: CN(C)/C=N/S(=O)(=O)Br. For the HOMO energy, the calculation gives -9.8 eV. Its HOMO-LUMO gap is 10.20 eV. As for the relative energy (zero: lowest compared OMol25 entry of this formula, charge and spin): 30.2 kcal/mol.

=====

[3]
The following is a quantum chemistry calculation of a 2-piece molecular cluster, C3H4Cl2S overall, from the Open Molecules 2025 dataset.

```
10
Properties=species:S:1:pos:R:3:lowdin_charge:R:1
C 0.475 0.433 -0.515 -0.075
C -0.463 0.099 0.346 -0.079
C -1.082 -3.909 1.313 -1.779
S 0.451 -3.985 0.836 0.632
Cl -2.426 -3.960 0.255 0.574
Cl -1.550 -3.757 2.962 0.565
H 1.135 1.268 -0.345 0.043
H 0.634 -0.119 -1.426 0.044
H -1.118 -0.738 0.173 0.030
H -0.629 0.650 1.257 0.046
```

As for the SMILES: S=C(Cl)Cl.C=C. For the HOMO energy, the calculation gives -9.6 eV. Its HOMO-LUMO gap is 8.72 eV. As for the relative energy (zero: lowest compared OMol25 entry of this formula, charge and spin): 24.3 kcal/mol.

=====

[4]
The following is a quantum chemistry calculation of a 2-piece molecular cluster, C5H9NO overall, from the Open Molecules 2025 dataset.

```
16
Properties=species:S:1:pos:R:3:lowdin_charge:R:1
C -0.485 0.344 0.255 -0.283
C 1.594 -1.106 0.884 -0.024
C -0.710 1.835 0.049 -0.049
C 0.992 -0.204 -0.194 -0.516
C -1.130 -0.508 -0.717 -0.193
N -2.194 -0.960 -1.129 0.163
O 1.728 0.551 -0.858 -0.001
H -0.709 0.006 1.268 0.140
H -2.214 -1.613 -1.909 0.084
H 0.160 -1.089 -1.102 0.186
H 2.406 -1.685 0.442 0.083
H 1.991 -0.475 1.683 0.095
H 0.851 -1.783 1.311 0.077
H -1.706 2.073 -0.333 0.080
H 0.012 2.258 -0.651 0.078
H -0.584 2.357 1.001 0.079
```

For the HOMO energy, the calculation gives -9.1 eV. Its HOMO-LUMO gap is 9.45 eV. As for the relative energy (zero: lowest compared OMol25 entry of this formula, charge and spin): 96.4 kcal/mol.

=====

[5]
The following is a quantum chemistry calculation of a 2-piece molecular cluster, C5H7N4O overall, from the Open Molecules 2025 dataset.

```
17
Properties=species:S:1:pos:R:3:lowdin_charge:R:1
C 1.191 1.032 -0.185 -0.075
C -0.952 1.241 0.741 0.108
C -0.721 0.018 1.517 -0.389
C -0.878 -0.782 -2.485 -0.326
C 0.774 -0.321 1.723 -0.059
N 1.544 -0.048 0.496 0.126
N -1.680 -0.708 1.938 0.210
N -1.306 -1.181 -3.534 0.229
N 0.096 1.724 0.047 0.061
O -0.311 -0.471 -1.488 0.090
H 1.695 1.308 -1.066 0.158
H 1.082 0.499 2.422 0.159
H 0.895 -1.276 2.128 0.110
H 2.185 -0.690 0.031 0.185
H -1.295 -1.643 2.420 0.144
H -2.193 -1.067 -4.030 0.123
H -0.125 2.366 -0.674 0.147
```

The charge is +1. For the HOMO energy, the calculation gives -13.0 eV. Its HOMO-LUMO gap is 7.37 eV. As for the relative energy (zero: lowest compared OMol25 entry of this formula, charge and spin): 85.4 kcal/mol.

=====

[6]
The following is a quantum chemistry calculation of an isolated ion of composition CHO5S and charge -1, from the Open Molecules 2025 dataset.

```
8
Properties=species:S:1:pos:R:3:lowdin_charge:R:1
C -0.002 -0.050 0.837 -0.288
O -0.824 -0.539 -1.581 -0.340
O 0.437 1.459 -1.005 -0.353
O 1.555 -0.660 -1.315 -0.356
O -1.337 0.144 1.103 -0.094
O -0.855 -1.072 1.649 -0.048
S 0.341 0.019 -0.966 0.357
H 0.686 0.699 1.279 0.122
```

As for the SMILES: O=S(=O)([O-])C1OO1. The charge is -1. For the HOMO energy, the calculation gives -5.4 eV. Its HOMO-LUMO gap is 9.41 eV. As for the relative energy (zero: lowest compared OMol25 entry of this formula, charge and spin): 117.4 kcal/mol.